[1]
21 unconnected molecules or ions with the total composition C22H58FN3O23S in a non-equilibrium geometry, computed with wB97M-V/def2-TZVPD.

XYZ file:
```
108
Properties=species:S:1:pos:R:3:mulliken_charge:R:1
O 5.1903 -1.5770 0.7445 -0.520
O 0.2416 -2.8187 -0.4021 -0.784
F -3.6384 -0.4682 -2.8707 -0.491
O 2.9448 -3.2186 0.3489 -0.396
S -3.5548 1.1403 -0.4333 -0.172
C 4.1167 -1.0054 0.4989 0.305
C 0.3862 -1.7895 0.3072 0.201
C 4.0401 0.4237 0.8693 -1.157
C 2.8450 -1.7814 0.4544 0.064
C 2.8084 0.9795 1.0887 -0.152
C 1.6392 -1.0749 0.5413 -0.266
C -2.5773 4.8867 2.5582 -0.939
C -0.0902 0.0763 -3.2340 -0.947
C -1.3108 4.3766 2.9355 -0.744
C -1.3704 -0.3391 -3.5103 -0.726
C -3.0909 4.4045 1.3821 -0.695
C 0.2058 0.9051 -2.1057 -1.108
C -0.6281 3.4164 2.1668 -1.274
C -2.4061 -0.0244 -2.6065 0.243
C -2.1381 0.6981 -1.4753 0.955
C -2.4484 3.4245 0.5885 1.543
C -0.8193 1.1899 -1.1347 -0.641
C -1.1910 2.8953 0.9324 -0.604
N 1.5775 0.2684 0.8639 0.333
N -0.8544 -1.3232 0.9075 1.532
N 0.2146 0.7760 1.0717 0.781
C -3.2362 2.9111 -0.5732 -0.606
C -2.1129 -1.9545 0.6871 -0.818
C -0.3225 1.8205 0.1731 1.210
C -0.6862 -0.1458 1.7586 -1.209
H 3.9388 -3.4617 0.2476 0.274
H 5.0076 0.9238 0.8700 0.497
H 2.8360 1.9797 1.3289 0.780
H -3.0952 5.6667 3.1578 0.347
H 0.6953 -0.0982 -3.9618 0.394
H -0.8667 4.7994 3.8468 0.661
H -1.5073 -0.8556 -4.4639 0.979
H -4.0109 4.8108 1.0263 0.452
H 1.2902 1.1898 -1.9818 0.308
H 0.3912 3.1372 2.4065 0.299
H -4.2644 3.4344 -0.6407 0.428
H -2.6890 3.1818 -1.4620 0.327
H -2.4281 -1.9413 -0.3754 0.196
H -2.9077 -1.4047 1.2265 0.267
H -2.0512 -3.0381 0.9299 0.093
H 0.5546 2.4401 -0.1149 0.677
H -1.6379 0.2650 2.0181 0.572
H -0.2665 -0.4974 2.7639 -0.311
O 0.8491 2.3369 5.0948 -0.647
H 0.1949 2.8585 5.6638 0.288
H 0.5099 1.3870 5.0151 0.348
O 5.2972 1.5353 3.5543 -0.612
H 4.6850 2.2852 3.8486 0.321
H 5.4269 0.9085 4.3379 0.311
O 7.5314 -1.0692 -0.9377 -0.718
H 7.9863 -1.9523 -0.7457 0.299
H 6.6291 -1.0733 -0.4799 0.319
O 1.4352 -5.5235 -0.3278 -0.611
H 2.0673 -6.1021 0.2102 0.249
H 1.3789 -4.6178 0.1197 0.387
O 1.4105 0.1006 -6.7421 -0.696
H 0.4176 0.2870 -6.6862 0.399
H 1.5749 -0.8372 -6.3996 0.327
O -4.4651 -4.1284 1.1435 -0.672
H -3.6928 -4.2703 0.5054 0.375
H -4.9914 -4.9909 1.1980 0.288
O -0.3175 -4.5384 2.6102 -0.586
H -0.6069 -3.6798 3.0604 0.322
H -1.0300 -5.2373 2.7768 0.263
O -2.2381 -1.1122 -6.8985 -0.666
H -1.6460 -0.3189 -6.6894 0.429
H -3.1848 -0.8788 -6.6282 0.301
O 0.0165 -3.2855 -3.0762 -0.642
H -0.0498 -3.3824 -2.0712 0.390
H 0.9940 -3.1915 -3.3199 0.297
O 7.4279 -2.8868 2.2686 -0.646
H 6.6059 -3.1807 2.7802 0.299
H 7.1679 -2.1114 1.6729 0.358
O -4.8137 -3.1188 -3.1388 -0.630
H -5.0777 -3.3584 -2.1918 0.320
H -4.9860 -2.1310 -3.2737 0.320
O -1.2696 -0.0424 5.0957 -0.717
H -2.0353 0.4433 5.5446 0.297
H -0.8648 -0.6817 5.7675 0.368
O -2.7388 -5.1987 -0.6401 -0.686
H -1.8411 -5.6461 -0.5074 0.325
H -2.7175 -4.7052 -1.5232 0.328
O 3.3728 3.5030 -1.0490 -0.587
H 3.7035 4.1399 -0.3357 0.315
H 2.8288 4.0333 -1.7173 0.274
O 5.3002 -4.3839 -0.1114 -0.669
H 5.6879 -4.7465 0.7499 0.321
H 6.0404 -3.9149 -0.6173 0.314
O -5.6414 4.6328 -2.8521 -0.639
H -6.4144 5.2608 -3.0308 0.315
H -6.0098 3.6937 -2.7744 0.330
O -0.9490 1.2029 -6.3891 -0.674
H -0.8964 1.8664 -7.1512 0.279
H -1.3152 1.6835 -5.5775 0.307
O -1.7345 -2.3895 3.9104 -0.725
H -1.6450 -1.4600 4.2999 0.392
H -2.7200 -2.5978 3.8152 0.325
O -0.9794 6.4126 5.7620 -0.673
H -0.7060 7.2271 5.2276 0.329
H -1.9389 6.5372 6.0577 0.322
O -0.2413 4.1791 -2.7266 -0.592
H -0.1852 4.2890 -1.7223 0.300
H 0.6806 4.3364 -3.1128 0.281
```

- HOMO-LUMO gap: 0.27913 hartree
- HOMO: -8.139 eV
- Net charge: 0
- Total energy: -3265.7657 Ha
- Spin multiplicity: 1

[2]
A molecular structure, C9H18CaClNO in a non-equilibrium geometry, computed with wB97M-V/def2-TZVPD.

XYZ file:
```
31
Properties=species:S:1:pos:R:3:mulliken_charge:R:1
Ca 20.9388 2.2396 -1.4108 1.171
Cl 18.3986 2.2372 -2.2607 -0.702
C 19.2627 1.2433 1.1813 -1.717
C 20.5934 1.7855 1.8643 0.902
C 21.4828 0.5396 2.1368 -0.780
C 22.8659 0.8640 2.5641 -0.741
C 23.6002 1.7776 1.5656 -1.023
C 22.8160 3.0981 1.1848 1.510
N 21.3783 2.7174 0.9382 0.775
O 20.5099 3.8066 0.4627 -0.633
C 23.5172 3.6304 -0.0905 -1.972
C 22.9808 4.1746 2.3005 -1.824
C 20.2586 2.4377 3.2080 -1.591
H 18.6511 0.8251 1.9809 0.397
H 19.5848 0.5243 0.4281 0.371
H 18.7282 2.0468 0.6745 0.426
H 21.5355 -0.0174 1.2013 0.195
H 21.0595 -0.0770 2.9297 0.393
H 23.4095 -0.0789 2.6230 0.407
H 22.9118 1.1894 3.6034 0.359
H 23.7828 1.1803 0.6722 0.294
H 24.5830 2.0510 1.9497 0.394
H 23.3767 2.8558 -0.8443 0.354
H 24.5807 3.8531 -0.0036 0.400
H 22.9781 4.4651 -0.5386 0.392
H 22.9221 3.7207 3.2897 0.376
H 22.2447 4.9755 2.2309 0.355
H 23.9536 4.6609 2.3723 0.472
H 19.8389 1.6965 3.8881 0.438
H 19.4784 3.1988 3.2266 0.349
H 21.1664 2.8658 3.6330 0.253
```

- HOMO-LUMO gap: 0.23795 hartree
- HOMO: -7.686 eV
- Net charge: 0
- Total energy: -1621.5265 Ha
- Spin multiplicity: 1

[3]
2 unconnected molecules or ions with the total composition C27H27FNO4S in a non-equilibrium geometry, computed with wB97M-V/def2-TZVPD.

XYZ file:
```
61
Properties=species:S:1:pos:R:3:mulliken_charge:R:1
F 0.0786 -6.8916 -1.3351 -0.296
S -0.7399 -5.4890 -1.4327 1.141
C 0.5398 -4.5173 -2.0881 -0.694
C 0.3999 -3.3489 -2.7641 0.352
C 1.3465 -2.9122 -3.7807 0.859
C 0.9671 -1.9052 -4.7038 -0.464
C 1.8575 -1.4159 -5.6568 -0.465
C 3.1647 -1.9241 -5.7436 -0.430
C 3.5258 -2.9821 -4.8994 -0.564
C 2.6355 -3.4858 -3.9477 -0.395
O -1.7762 -5.7044 -2.4032 -0.586
O -1.0947 -5.2416 -0.0589 -0.500
H 1.5095 -4.9836 -1.9354 0.321
H -0.4890 -2.7353 -2.6299 0.101
H -0.0549 -1.5254 -4.6507 0.348
H 1.5312 -0.6416 -6.3567 0.343
H 3.8613 -1.5420 -6.4955 0.354
H 4.5159 -3.4316 -5.0075 0.346
H 2.9264 -4.3167 -3.3134 0.215
C -3.0452 5.7155 1.7101 -1.569
C -3.2581 4.4269 0.9455 1.746
C -3.7191 3.3246 1.8801 -1.685
C -4.2985 4.6722 -0.1400 -1.697
O -2.0398 4.0067 0.2004 -0.437
C -0.9996 3.5418 0.9679 0.471
C -0.4954 2.2082 0.4960 -0.496
N 0.5442 1.7847 1.1231 -0.311
C 0.9412 0.6277 1.6089 -0.124
C 2.0436 0.6061 2.5800 0.452
C 2.7224 -0.5985 2.8751 -0.468
C 3.8746 -0.5935 3.6629 -0.743
C 4.3448 0.6109 4.2072 -0.355
C 3.6332 1.8021 3.9876 -0.521
C 2.4888 1.8007 3.1832 -0.338
C 0.1937 -0.5837 1.2259 0.327
C -0.1693 -1.5748 2.1655 -0.326
C -1.0449 -2.5939 1.7900 -0.752
C -1.6349 -2.5847 0.5216 -0.861
C -1.2782 -1.6068 -0.4105 -1.137
C -0.3447 -0.6375 -0.0684 -0.226
O -0.5679 4.1370 1.9429 -0.669
H -2.8518 6.5487 1.0240 0.359
H -3.9560 5.9455 2.2736 0.394
H -2.2106 5.6229 2.4047 0.329
H -3.7721 2.3621 1.3580 0.372
H -3.0478 3.2474 2.7408 0.388
H -4.7178 3.5681 2.2540 0.467
H -4.4050 3.7899 -0.7858 0.390
H -5.2799 4.8976 0.3020 0.362
H -4.0045 5.5277 -0.7660 0.376
H -1.0793 1.7138 -0.2901 0.335
H 2.3704 -1.5369 2.4408 0.421
H 4.4086 -1.5295 3.8467 0.340
H 5.2670 0.6199 4.7946 0.326
H 3.9790 2.7324 4.4391 0.360
H 1.9323 2.7188 2.9869 0.471
H 0.2144 -1.5167 3.1859 0.554
H -1.2980 -3.3861 2.4941 0.404
H -2.3691 -3.3360 0.2519 0.604
H -1.7349 -1.5853 -1.3975 0.728
H -0.0407 0.0986 -0.8099 0.750
```

- HOMO-LUMO gap: 0.13347 hartree
- HOMO: -2.564 eV
- Net charge: -1
- Total energy: -1898.8047 Ha
- Spin multiplicity: 1

[4]
A molecular structure, C2Cl2N2O2 in a non-equilibrium geometry, computed with wB97M-V/def2-TZVPD.

XYZ file:
```
8
Properties=species:S:1:pos:R:3:mulliken_charge:R:1
C 0.0770 1.3989 0.6069 0.135
C -0.5113 0.1420 0.3819 0.431
N 0.6910 2.3598 0.8025 -0.306
N 0.6853 -0.9024 -0.7547 0.788
O 0.1759 -0.9207 -1.8326 -0.439
O 1.6204 -1.3874 -0.2508 -0.432
Cl -0.7948 -0.9456 1.7818 -0.095
Cl -1.9435 0.2555 -0.7349 -0.082
```

- HOMO-LUMO gap: 0.35542 hartree
- HOMO: -10.800 eV
- Net charge: 0
- Total energy: -1256.4185 Ha
- Spin multiplicity: 1
- ΔE to the lowest compared entry with this formula, charge and spin: 1.704 eV